Record 1
The following is a quantum chemistry calculation of a cluster of 2 separate species, C3H11N2O in total, from OMol25.

Element x y z (Å)
O -2.4838 0.9509 0.5139
N 0.6145 -1.0803 0.9322
N -0.4894 0.3024 -1.0336
C 1.6215 -1.9740 0.3081
C -1.7093 1.8506 0.3652
C -0.5571 1.7147 -0.5988
H 1.1379 -2.5961 -0.4329
H 0.0308 -0.3288 -0.1906
H -1.7852 2.7830 0.9464
H -0.0027 0.2049 -1.9200
H -0.7272 2.3709 -1.4493
H 2.3703 -1.3699 -0.1960
H -0.1215 -1.6378 1.3640
H 0.3837 2.0170 -0.1472
H 2.1123 -2.6176 1.0284
H 1.0496 -0.5515 1.6814
H -1.4444 -0.0384 -1.1713

Output
frontier orbital gap: 11.53 eV
relative energy (zero: lowest compared OMol25 entry of this formula, charge and spin): 30.2 kcal/mol
highest occupied orbital energy: -14.66 eV
multiplicity: 1
total charge: +1

natural (NBO) population analysis, charges in e, atoms 1 to 6: atom 1 (O): -0.496, atom 2 (N): -0.816, atom 3 (N): -0.736, atom 4 (C): -0.425, atom 5 (C): 0.422, atom 6 (C): -0.343

***

Record 2
The following is a quantum chemistry calculation of the molecule C2H7N3O in a non-equilibrium geometry, from OMol25.

Element x y z (Å)
O 0.6403 -1.1457 -1.5219
N 0.4337 0.0023 -1.1004
N -0.8510 -0.1549 0.9050
N 0.0640 -1.1855 1.3375
C -0.0575 0.5742 -0.1302
C -0.2069 2.0477 -0.0226
H -1.0743 0.5274 1.5020
H 0.2551 2.4413 -0.7867
H 0.0091 2.2930 1.1931
H 0.7246 -1.7962 -0.6494
H -1.2368 2.0298 0.1003
H -0.5496 -1.9878 1.7947
H 0.8087 -0.7063 1.9435

Output
frontier orbital gap: 8.79 eV
relative energy (zero: lowest compared OMol25 entry of this formula, charge and spin): 153.2 kcal/mol
highest occupied orbital energy: -8.07 eV
multiplicity: 1
total charge: 0
structure (SMILES): C/C(=N/O)NN

natural (NBO) population analysis, charges in e, atoms 1 to 6: atom 1 (O): -0.483, atom 2 (N): -0.149, atom 3 (N): -0.492, atom 4 (N): -0.716, atom 5 (C): 0.299, atom 6 (C): -0.604

***

Record 3
The following is a quantum chemistry calculation of a cluster of 11 separate species, C44H104Cl3N2O18PS4 in total in a non-equilibrium geometry, from OMol25.

Element x y z (Å)
Cl 1.8587 2.3793 0.4391
Cl 1.6355 1.1958 -4.5329
Cl -1.2982 -0.4478 0.9449
S 0.2266 -0.2372 -4.0924
S 3.6031 5.3074 3.2653
S 1.8544 -1.2567 4.8358
S 0.8194 4.6756 4.1269
P 2.2098 -3.2194 2.2976
O -3.5674 3.1120 -10.1604
O 2.6102 -2.3950 5.2702
O 1.4001 -0.4313 5.9177
O -0.1577 -0.2069 -10.9808
O 6.6449 5.1214 4.3240
O -1.0309 0.4018 -4.3325
O -4.6673 1.0894 -6.1674
O -1.0347 -7.5544 2.0084
O 0.9392 -8.5911 4.0808
O 1.9512 -4.1536 1.1638
O 3.9012 -4.5083 -0.6379
O 2.8218 -0.4765 3.8153
O -2.3544 8.2249 -0.9446
O 1.4221 5.4068 -2.8725
O 0.4629 -1.4489 -4.8004
O -0.6222 -3.8697 3.2489
O -4.4657 -5.8446 4.1574
O -3.2453 -2.7452 2.1068
N 1.4817 6.5055 2.2450
N -0.7160 -0.8963 3.9515
C -5.3051 -5.4138 5.2262
C -1.9600 -4.3603 3.3618
C -4.0206 1.6223 -7.3246
C 2.4077 2.3007 4.3785
C 1.7419 3.4666 5.1102
C 0.4137 -1.7723 3.7956
C -0.2233 7.8744 3.5970
C 2.3741 -0.8120 0.5392
C 0.4474 -1.2712 -8.8841
C 0.3650 1.4927 0.4833
C -0.3522 -7.1598 0.8180
C 1.7703 -1.7131 -0.5835
C -4.3926 3.4387 -11.2749
C 1.3799 -9.5424 6.2785
C -0.0883 -3.1505 4.3211
C -0.7846 2.2167 -0.1517
C 0.5789 -8.2526 0.3252
C 0.2795 0.2939 1.0594
C -0.0605 7.0505 0.3734
C 1.1589 7.7744 2.9226
C 6.2307 4.0365 5.1528
C 2.2265 5.4573 -4.0497
C 1.4057 1.4777 3.5472
C 1.4242 -0.4872 1.7337
C 6.9730 4.0486 6.4774
C 2.1585 0.3569 2.8296
C -2.7028 -4.0700 2.0630
C 1.7678 -0.9838 -1.9491
C 1.9945 5.5381 3.1405
C 0.5289 -9.5816 5.0238
C 0.9284 -1.8569 2.3416
C -2.9862 0.6607 -7.8715
C 5.3342 -6.4123 -0.1648
C -4.9995 -1.4168 1.1412
C 5.2345 -4.9944 -0.6996
C 0.3909 -0.4351 -2.3232
C 1.3655 5.4727 -5.3001
C -4.6448 -2.6613 1.9492
C -4.6333 -5.5975 6.5745
C -3.6343 8.7792 -0.6461
C -4.4631 2.2970 -12.2722
C -0.4250 -1.3187 -10.1238
C 0.4148 5.9983 1.3724
C -4.5092 8.8785 -1.8818
H 0.0204 -9.1697 0.1313
H 3.6068 -4.5192 0.2893
H -5.4905 9.2873 -1.6373
H 1.9785 5.5252 -6.2011
H 2.0291 -1.7364 -2.6952
H -4.8472 1.3971 -11.7910
H -1.9102 -5.4446 3.4526
H 1.9269 7.9730 3.6657
H -0.8294 -0.6353 4.9244
H 0.8399 5.1879 0.7913
H 4.6800 -7.0758 -0.7311
H -0.1700 8.4145 4.5388
H -1.4926 2.5250 0.6151
H -4.3045 -1.2885 0.3142
H 6.3572 -6.7879 -0.2287
H 0.7498 -2.0072 -0.3655
H 5.8953 -4.3276 -0.1313
H -3.4447 -0.2952 -8.1311
H 6.6490 3.2267 7.1182
H -1.1145 -6.9440 0.0694
H 1.0505 3.0692 5.8520
H 0.3241 0.5895 -1.9672
H 2.5483 -0.2304 -2.0132
H -0.2653 -2.2465 -10.6831
H -1.9936 -4.0747 1.2357
H 5.5377 -4.9603 -1.7460
H 2.6093 0.1149 0.0296
H 0.2085 -6.2390 1.0113
H -0.5130 -9.3724 5.2592
H -1.9304 8.8012 -1.5892
H 0.7684 -0.2524 -11.2370
H -5.3811 3.6597 -10.8749
H 2.9740 0.8480 2.3082
H 3.1531 2.6769 3.6840
H 6.7986 4.9902 6.9987
H -0.3625 -7.7304 2.6800
H 2.4314 -2.5613 -0.6994
H 0.7123 -3.7328 4.7775
H 6.4025 3.0920 4.6238
H 3.3367 -1.1850 0.8805
H 7.5894 5.0178 4.1722
H -5.5209 -4.3613 5.0460
H -4.3991 -6.6502 6.7486
H -1.4771 -1.2644 -9.8492
H -2.2181 0.4570 -7.1200
H -2.5057 1.0738 -8.7589
H 0.6906 6.3288 -5.2846
H -6.2492 -5.9670 5.1912
H -5.1314 -2.5554 2.9244
H 0.6477 1.1380 4.2469
H -0.7911 -2.9443 5.1271
H -5.1109 2.5494 -13.1131
H 1.5055 -1.3038 -9.1561
H -5.0661 -3.5250 1.4340
H -4.0087 4.3441 -11.7575
H -0.8363 7.6814 0.7832
H -3.5540 2.5786 -7.0681
H 0.8954 4.6021 -2.9159
H 1.0888 -7.9498 -0.5909
H -0.6812 6.9076 3.7818
H 0.7854 7.6305 0.0087
H 5.1605 4.1478 5.3094
H -3.5031 9.7674 -0.1919
H -4.7936 1.8115 -8.0652
H 2.4288 -9.7335 6.0404
H 0.5817 -10.5690 4.5549
H 0.2764 -0.3415 -8.3405
H -3.4799 -4.8186 1.9326
H -0.9066 8.4285 2.9561
H 2.5064 4.0188 5.6542
H -0.4341 -1.0470 -1.9747
H -3.9877 0.9297 -5.5039
H -0.4825 6.5542 -0.4948
H 2.1694 -3.9657 3.4756
H 1.3250 -8.5581 6.7442
H 3.5078 -2.6818 2.2975
H 5.0151 -6.4523 0.8794
H -1.3024 1.5885 -0.8703
H -3.6937 -5.0445 6.6095
H -2.5271 -3.8821 4.1556
H -4.2725 -6.7786 4.2899
H 2.8698 1.6850 5.1446
H 2.8264 6.3635 -3.9859
H -0.6759 -0.0786 3.3652
H -4.0446 9.5223 -2.6323
H 0.7480 4.5725 -5.3523
H -6.0000 -1.5195 0.7232
H -4.6416 7.8947 -2.3326
H -2.6836 2.9246 -10.4940
H 0.9354 2.1963 2.8906
H -5.2755 -5.2489 7.3843
H -0.4588 5.6284 1.9175
H -0.4149 3.1063 -0.6539
H 1.8563 -8.7646 3.8458
H -4.0908 8.1225 0.0933
H 2.9056 4.5976 -4.0571
H 0.1496 -2.3042 1.7377
H 1.3325 -8.4831 1.0816
H 0.2296 -2.1088 -8.2203
H 8.0505 3.9579 6.3191
H -5.0112 -0.5226 1.7603
H 1.0486 -10.2909 6.9992
H 1.2410 8.5599 2.1757
H -3.4694 2.0610 -12.6598

Output
frontier orbital gap: 8.37 eV
relative energy (zero: lowest compared OMol25 entry of this formula, charge and spin): 14.4 kcal/mol
highest occupied orbital energy: -8.25 eV
multiplicity: 1
total charge: 0
structure (SMILES): CCOCCOC[C@]1(N)[C@H]([PH2]=O)[C@@](CCCCS(=O)(=O)Cl)(/C(Cl)=C(/C)Cl)[C@@H](CCCSC(=S)N(CC)CC)OS1(=O)=O.CCO.CCO.CCO.CCO.CCO.CCO.CCO.CCO.CCO.CCO

Mulliken population analysis, charges in e, atoms 1 to 6: atom 1 (Cl): -0.233, atom 2 (Cl): -0.202, atom 3 (Cl): 0.241, atom 4 (S): 1.079, atom 5 (S): -0.098, atom 6 (S): 1.625

***

- What is the frontier orbital gap in the first record?
  11.53 eV

***

- Number 1 is which compound?
  C3H11N2O